(1)
A gas-phase ion, C26H40NO (charge +1), computed with ωB97M-V/def2-TZVPD.

Cartesian coordinates (Å):
C 4.199 0.341 0.811
H 3.147 0.408 1.086
H 4.788 0.290 1.723
C 4.454 -0.899 -0.039
H 4.221 -1.784 0.554
H 5.516 -0.950 -0.283
C 3.655 -0.936 -1.360
C 2.175 -0.723 -1.095
C 1.403 0.195 -1.792
C 0.062 0.342 -1.493
C -0.561 -0.426 -0.516
C 0.173 -1.408 0.166
C 1.527 -1.499 -0.141
H 2.112 -2.232 0.387
C -0.367 -2.384 1.207
C -1.892 -2.398 1.348
H -2.261 -1.468 1.769
H -2.377 -2.564 0.391
H -2.178 -3.206 2.018
C 0.229 -2.008 2.575
H 1.315 -2.006 2.547
H -0.090 -2.726 3.327
H -0.106 -1.019 2.883
C 0.081 -3.823 0.855
C -0.267 -4.257 -0.565
H -1.341 -4.258 -0.725
H 0.098 -5.266 -0.739
H 0.192 -3.597 -1.298
H 1.157 -3.926 1.000
H -0.395 -4.506 1.561
O -1.869 -0.160 -0.152
C -2.792 0.204 -1.162
C -4.198 0.237 -0.557
H -4.908 -0.050 -1.332
C -4.630 1.603 -0.021
H -4.511 2.352 -0.806
H -5.692 1.552 0.222
C -3.908 2.059 1.253
N -2.505 2.366 1.033
C -2.168 3.413 0.266
C -0.857 3.708 -0.011
C 0.171 2.913 0.516
C -0.211 1.852 1.334
C -1.548 1.591 1.559
H -1.858 0.782 2.200
H 0.534 1.213 1.780
C 1.596 3.174 0.215
H 1.975 2.368 -0.416
H 1.733 4.120 -0.300
H 2.190 3.168 1.127
H -0.624 4.556 -0.635
H -2.975 4.018 -0.120
H -4.400 2.958 1.635
H -3.978 1.276 2.009
H -4.249 -0.513 0.233
H -2.747 -0.539 -1.967
H -2.552 1.184 -1.596
H -0.508 1.078 -2.041
H 1.824 0.806 -2.573
C 3.822 -2.324 -2.000
H 3.273 -2.376 -2.937
H 3.452 -3.109 -1.346
H 4.872 -2.517 -2.205
C 4.231 0.100 -2.329
H 4.090 1.115 -1.967
H 5.298 -0.070 -2.447
H 3.774 0.010 -3.312
H 4.481 1.247 0.280

Computed properties:
M (g/mol): 382.61
Charge: +1
HOMO energy (eV): -11.19
Energy above the lowest of the compared OMol25 structures with the same formula, charge and spin (eV): 0.159
Frontier orbital gap (eV): 7.661
E_tot (eV): -31143.718

(2)
A molecular structure, C26H41BrCl3F4INO6P, computed with ωB97M-V/def2-TZVPD.

Cartesian coordinates (Å):
C -0.211 -4.685 1.475
C 0.261 -3.382 2.230
P -0.317 -1.669 2.156
C 0.957 -0.846 3.291
C 0.428 -0.202 4.646
N -0.870 -0.745 0.707
C -1.943 -1.787 0.331
C -3.050 -2.426 1.162
O -4.246 -2.419 0.708
I -3.256 -3.757 2.919
C -1.645 0.572 1.046
C -2.850 0.964 0.034
C -4.349 0.671 0.437
C -2.325 0.800 2.470
Cl -2.781 -0.427 3.786
C -2.841 2.050 2.967
C -3.536 2.347 4.350
Cl -2.866 3.589 1.981
C -0.403 1.613 0.740
O -0.690 2.962 0.307
Br 0.528 2.401 2.386
C 0.456 1.084 -0.585
C -0.143 1.871 -1.855
C 0.584 3.124 -2.487
O 0.175 4.454 -1.974
C -1.110 4.805 -2.470
O -1.341 5.163 -3.657
C 1.890 1.687 -0.331
O 2.771 1.104 0.657
C 4.079 1.607 0.606
F 4.802 1.286 -0.557
F 4.779 0.968 1.680
F 4.183 2.998 0.865
C 0.206 -0.547 -0.450
C -0.220 -1.122 -1.892
C 0.647 -1.225 -3.165
C -0.404 -1.360 -4.430
Cl 1.852 0.005 -3.730
C 1.507 -1.491 -0.207
C 2.857 -1.357 -1.037
F 1.209 -2.902 -0.521
H 0.594 -5.038 0.723
H -0.321 -5.579 2.202
H -1.184 -4.657 0.886
H 0.240 -3.679 3.356
H 1.413 -3.361 2.036
H 1.610 -0.172 2.626
H 1.762 -1.591 3.684
H -0.063 -1.045 5.264
H 1.338 0.207 5.227
H -0.307 0.658 4.552
H -2.429 -1.581 -0.700
H -1.259 -2.689 0.044
H -2.867 2.086 -0.249
H -2.673 0.501 -1.015
H -4.957 1.647 0.572
H -4.587 0.033 1.337
H -4.864 0.153 -0.462
H -3.192 3.389 4.724
H -4.666 2.488 4.141
H -3.362 1.663 5.227
H 0.003 3.618 0.480
H -1.274 2.122 -1.798
H -0.262 1.220 -2.810
H 0.273 3.230 -3.604
H 1.715 3.148 -2.540
H -2.034 4.830 -1.775
H 2.474 1.588 -1.331
H 1.916 2.827 -0.136
H -0.666 -2.196 -1.887
H -1.197 -0.547 -2.168
H 1.204 -2.244 -3.191
H -1.367 -1.874 -4.098
H 0.124 -1.892 -5.304
H -0.584 -0.275 -4.792
H 1.953 -1.381 0.857
H 3.186 -0.343 -1.406
H 3.758 -1.742 -0.415
H 2.921 -2.045 -1.975
C 4.961 -1.481 -4.154
O 4.554 -2.530 -3.432
H 4.875 -0.476 -3.680
H 6.023 -1.467 -4.481
H 4.443 -1.300 -5.122

Computed properties:
M (g/mol): 883.75
HOMO energy (eV): -4.77
Energy above the lowest of the compared OMol25 structures with the same formula, charge and spin (eV): 0.000
Frontier orbital gap (eV): 3.233
E_tot (eV): -177252.685